(1)
ORCA calculation (wB97M-V/def2-TZVPD) on a structure of composition C7H13O5Rb at a distorted geometry.

The HOMO energy comes out at -5.6 eV. The calculation puts the LUMO energy at -2.26 eV. The orbital gap comes out at 3.35 eV. The total energy is -674.73062 Eh.

Positions of all 26 atoms, in Å:
Rb1 -2.57 0.96 -0.10
O1 -1.92 1.84 7.14
C1 -1.98 2.87 6.33
O2 -2.54 3.92 6.70
O3 -1.56 2.78 5.17
H1 -2.23 2.37 7.88
C2 3.99 1.75 3.13
C3 4.27 2.92 2.29
O4 5.43 3.20 2.02
C4 3.11 3.89 1.90
H2 4.89 1.14 3.01
H3 3.10 1.21 2.82
H4 3.85 2.01 4.18
H5 2.21 3.29 1.80
H6 3.28 4.30 0.90
H7 2.98 4.59 2.72
C5 -3.66 -4.15 -6.05
C6 -2.41 -3.87 -5.34
O5 -2.32 -3.10 -4.40
C7 -1.22 -4.68 -5.78
H8 -3.77 -3.58 -6.98
H9 -4.52 -3.87 -5.45
H10 -3.70 -5.22 -6.29
H11 -0.77 -4.23 -6.67
H12 -1.39 -5.74 -5.99
H13 -0.54 -4.62 -4.94

(2)
ORCA calculation (wB97M-V/def2-TZVPD) on a cluster of 2 separate species, C7H13PS3 in total at a distorted geometry.

The HOMO energy comes out at -8.5 eV. The calculation puts the LUMO energy at 0.55 eV. The orbital gap comes out at 9.06 eV. As for the SMILES: C1=C[C@H]2CC[C@@H]1C2.SP(S)S. The total energy is -1810.39246 Eh.

Positions of all 24 atoms, in Å:
C1 2.46 -0.18 0.17
C2 1.26 -1.12 -0.22
C3 0.42 0.59 1.18
C4 1.21 1.76 -0.62
C5 1.77 1.11 0.57
C6 0.05 -0.10 -0.07
C7 0.15 1.03 -1.08
P1 -3.54 -0.50 -0.26
S1 -4.08 -1.47 1.55
S2 -4.27 1.46 -0.20
S3 -4.96 -1.27 -1.60
H1 2.98 -0.53 1.09
H2 3.23 -0.04 -0.61
H3 1.30 -1.58 -1.17
H4 1.15 -1.91 0.44
H5 0.80 -0.23 1.87
H6 -0.30 1.34 1.53
H7 -3.18 -0.68 2.20
H8 1.55 2.77 -1.03
H9 2.37 1.64 1.32
H10 -0.87 -0.62 0.02
H11 -0.38 0.91 -2.07
H12 -3.12 2.02 -0.03
H13 -4.97 -2.45 -0.98

(3)
ORCA calculation (wB97M-V/def2-TZVPD) on a cluster of 2 separate species, C7H14 in total at a distorted geometry.

The HOMO energy comes out at -10.2 eV. The calculation puts the LUMO energy at 1.12 eV. The orbital gap comes out at 11.29 eV. As for the SMILES: C1CCCC1.C=C. The total energy is -275.00885 Eh.

Positions of all 21 atoms, in Å:
C1 0.10 0.09 0.47
C2 -0.88 1.30 0.08
C3 -2.22 0.66 -0.45
C4 -2.02 -0.84 -0.35
C5 -0.92 -1.07 0.68
C6 2.88 -0.68 -0.45
C7 2.99 0.56 0.04
H1 0.96 -0.16 -0.29
H2 0.67 0.28 1.37
H3 -0.34 2.02 -0.55
H4 -0.88 1.76 1.14
H5 -2.46 0.85 -1.52
H6 -3.08 0.99 0.09
H7 -1.57 -1.36 -1.27
H8 -2.92 -1.36 -0.12
H9 -0.45 -2.08 0.41
H10 -1.39 -1.02 1.65
H11 1.85 -1.18 -0.74
H12 3.87 -1.16 -0.68
H13 2.11 1.23 0.14
H14 4.01 1.01 0.29

(4)
ORCA calculation (wB97M-V/def2-TZVPD) on the molecule C7H14.

The HOMO energy comes out at -10.1 eV. The calculation puts the LUMO energy at 1.24 eV. The orbital gap comes out at 11.32 eV. As for the SMILES: CC(C)CC1CC1. The total energy is -275.08405 Eh.

Positions of all 21 atoms, in Å:
C1 1.54 -0.55 0.84
C2 1.18 0.47 -0.26
C3 2.10 0.29 -1.48
C4 -0.29 0.33 -0.72
C5 -1.28 0.52 0.41
C6 -2.71 0.07 0.27
C7 -1.79 -0.65 1.20
H1 1.33 -1.60 0.54
H2 2.61 -0.53 1.11
H3 0.98 -0.38 1.76
H4 1.31 1.49 0.15
H5 3.15 0.58 -1.29
H6 2.06 -0.78 -1.65
H7 1.78 0.80 -2.40
H8 -0.51 1.05 -1.52
H9 -0.45 -0.66 -1.17
H10 -1.13 1.44 0.97
H11 -3.49 0.69 0.69
H12 -3.00 -0.43 -0.65
H13 -1.44 -1.64 0.91
H14 -1.94 -0.53 2.27

(5)
ORCA calculation (wB97M-V/def2-TZVPD) on a structure of composition C7H14 at a distorted geometry.

The HOMO energy comes out at -9.5 eV. The calculation puts the LUMO energy at 1.04 eV. The orbital gap comes out at 10.49 eV. The total energy is -274.96921 Eh.

Positions of all 21 atoms, in Å:
C1 -0.81 -1.41 0.50
C2 -0.78 -1.27 -1.03
C3 0.43 -0.51 -1.59
C4 0.58 0.95 -1.09
C5 1.05 1.09 0.39
C6 0.07 0.89 1.48
C7 -1.10 -0.12 1.28
H1 0.14 -1.82 0.85
H2 -1.59 -2.15 0.75
H3 -1.70 -0.78 -1.37
H4 -0.80 -2.28 -1.48
H5 1.35 -1.07 -1.36
H6 0.35 -0.51 -2.69
H7 1.33 1.44 -1.72
H8 -0.37 1.47 -1.26
H9 1.98 0.53 0.48
H10 1.63 1.90 1.31
H11 1.13 1.18 2.25
H12 -0.35 1.79 1.91
H13 -1.47 -0.37 2.27
H14 -1.96 0.40 0.79

(6)
ORCA calculation (wB97M-V/def2-TZVPD) on the molecule C7H14.

The HOMO energy comes out at -10.1 eV. The calculation puts the LUMO energy at 1.16 eV. The orbital gap comes out at 11.29 eV. As for the SMILES: CC(C)CC1CC1. The total energy is -275.06165 Eh.

Positions of all 21 atoms, in Å:
C1 1.50 -0.36 -1.20
C2 0.35 0.54 -0.75
C3 0.17 1.77 -1.63
C4 -0.94 -0.27 -0.46
C5 -1.11 -0.33 1.06
C6 -0.93 -1.50 1.97
C7 0.07 -0.31 1.98
H1 1.37 -0.76 -2.21
H2 2.44 0.21 -1.17
H3 1.61 -1.21 -0.52
H4 0.63 0.90 0.25
H5 1.03 2.43 -1.49
H6 0.11 1.53 -2.70
H7 -0.73 2.33 -1.35
H8 -1.82 0.23 -0.88
H9 -0.92 -1.28 -0.90
H10 -1.88 0.33 1.43
H11 -1.74 -1.73 2.66
H12 -0.44 -2.39 1.59
H13 1.04 -0.62 1.59
H14 0.17 0.49 2.72

What is the formula in the fourth record?
C7H14